14
Properties=species:S:1:pos:R:3:forces:R:3:nbo_charge:R:1 method="wB97M-V/def2-TZVPD" relative_energy_kj_mol=433.4 orbital_gap_ev=9.878 energy_ev=-8268.286 charge=+1 fmax_ha_per_bohr=0.069
C -1.07209 0.38813 0.70718 0.3 0.0 -0.6 0.106
C -0.47199 -0.24991 -0.41320 0.0 0.0 0.6 -0.072
C 0.82106 -0.49551 -0.02016 -0.3 0.8 3.4 0.218
C 2.07515 0.07485 0.41370 1.0 0.6 -0.9 -0.163
C -1.13437 -0.56608 -1.70102 0.0 0.2 -0.4 -0.644
N -0.16047 0.60457 1.64926 -0.3 0.5 -0.2 -0.262
N 0.96996 -0.05605 1.39946 -0.4 -2.0 -2.0 -0.167
H -2.08067 0.75389 0.78933 -0.2 0.0 0.2 0.258
H 2.89486 -0.57075 0.71153 -0.1 0.1 0.1 0.268
H 2.37922 1.03786 0.00630 0.0 0.0 0.0 0.242
H -2.19782 -0.73544 -1.56141 -0.1 -0.1 0.0 0.248
H -1.01455 0.26610 -2.39525 0.0 0.0 -0.1 0.253
H -0.68678 -1.44377 -2.16222 -0.1 0.0 0.1 0.257
H -0.32152 0.99210 2.57650 0.1 -0.1 -0.2 0.456